This record from the OMol25 dataset describes one molecule with the formula C4H6N2 at a distorted geometry. The level of theory is the ωB97M-V functional and the def2-TZVPD basis.

Properties
Spin multiplicity   1
Calculated total energy   -265.4758 Eh
Lowest unoccupied orbital energy   0.91 eV
E_HOMO   -10.243 eV
Structure (SMILES)   N#CC[C@H]1CN1
Orbital gap   11.148 eV
Energy above the lowest of the compared OMol25 structures with the same formula, charge and spin   156.9 kJ/mol

CARTESIAN COORDINATES (ANGSTROEM)
N -0.682 2.222 1.767
C 0.077 1.448 1.363
C 0.914 0.399 0.774
C -0.018 -0.576 0.079
C -0.831 -0.163 -1.085
N 0.348 -1.047 -1.236
H 1.609 0.829 0.045
H 1.509 -0.089 1.554
H -0.495 -1.292 0.747
H -0.711 0.820 -1.542
H -1.865 -0.511 -1.131
H 0.145 -2.039 -1.335

natural (NBO) atomic charge list, values in e, 6 entries: N -0.33; C 0.29; C -0.52; C -0.08; C -0.26; N -0.59

***

This record from the OMol25 dataset describes a 2-piece molecular cluster, C2H8NO overall at a distorted geometry. The level of theory is the ωB97M-V functional and the def2-TZVPD basis.

Properties
Spin multiplicity   2
Calculated total energy   -210.0923 Eh
Total charge   +2
Lowest unoccupied orbital energy (alpha / beta)   -9.26 / -16.95 eV
E_HOMO (alpha / beta)   -20.721 / -20.694 eV
Orbital gap (alpha / beta)   11.463 / 3.744 eV
Energy above the lowest of the compared OMol25 structures with the same formula, charge and spin   354.2 kJ/mol

CARTESIAN COORDINATES (ANGSTROEM)
O -1.320 -1.663 -2.426
H 0.205 -0.593 -0.280
H -0.820 -2.408 -2.603
H -1.456 -1.202 -3.346
C 1.496 0.648 1.116
C -0.937 0.791 0.878
N 0.152 0.203 0.518
H 1.708 0.014 1.994
H 1.310 1.632 1.506
H 2.447 0.522 0.493
H -1.931 0.742 0.331
H -0.854 1.315 1.820

natural (NBO) atomic charge list, values in e, 6 entries: O -0.09; H 0.43; H 0.52; H 0.57; C -0.45; C 0.14

***

This record from the OMol25 dataset describes a 2-piece molecular cluster, C2H5O3 overall at a distorted geometry. The level of theory is the ωB97M-V functional and the def2-TZVPD basis.

Properties
Spin multiplicity   1
Calculated total energy   -304.9838 Eh
Total charge   -1
Lowest unoccupied orbital energy   4.37 eV
E_HOMO   -4.197 eV
Orbital gap   8.569 eV
Energy above the lowest of the compared OMol25 structures with the same formula, charge and spin   62.3 kJ/mol

CARTESIAN COORDINATES (ANGSTROEM)
O 0.892 -0.779 0.410
C 0.717 0.376 0.865
O 1.301 0.851 1.839
C -0.124 1.374 0.053
H -0.008 2.473 0.009
H -0.116 0.829 -0.952
H -1.211 1.239 0.345
H -0.193 -1.571 -0.298
H -0.440 -2.565 -1.513
O -0.816 -2.226 -0.757

natural (NBO) atomic charge list, values in e, 6 entries: O -0.79; C 0.77; O -0.75; C -0.76; H 0.20; H 0.21

***

This record from the OMol25 dataset describes C42H55BaBrN12O5P2S as an isolated structure at a distorted geometry. The level of theory is the ωB97M-V functional and the def2-TZVPD basis.

Properties
Spin multiplicity   1
Calculated total energy   -6347.2023 Eh
Lowest unoccupied orbital energy   -0.26 eV
E_HOMO   -5.929 eV
Orbital gap   5.668 eV
Energy above the lowest of the compared OMol25 structures with the same formula, charge and spin   408.1 kJ/mol

CARTESIAN COORDINATES (ANGSTROEM)
Ba -0.077 0.319 0.691
C 0.931 0.033 2.925
N 1.278 -1.413 3.012
C 1.729 -1.852 4.356
P 0.062 -2.224 2.216
O -0.020 -1.851 0.780
O -1.352 -1.892 3.017
P -2.219 -0.509 2.825
O -2.046 0.129 1.473
N -1.854 0.407 4.121
C -1.822 1.899 4.027
C -2.243 -0.097 5.454
N -3.757 -1.033 3.108
C -4.163 -2.331 2.516
C -4.742 0.040 2.786
N 0.158 -3.822 2.457
C 0.898 -4.654 1.488
C -0.202 -4.494 3.717
H 1.043 0.549 3.889
H -0.107 0.129 2.640
H 1.573 0.533 2.197
H 2.613 -1.283 4.619
H 1.995 -2.906 4.329
H 0.971 -1.695 5.127
H -1.650 2.229 3.005
H -1.008 2.296 4.635
H -2.767 2.326 4.379
H -2.215 -1.183 5.486
H -3.253 0.225 5.720
H -1.543 0.290 6.193
H -3.520 -3.132 2.872
H -4.145 -2.318 1.423
H -5.181 -2.552 2.837
H -4.387 1.011 3.141
H -5.683 -0.178 3.284
H -4.914 0.125 1.711
H 1.013 -4.122 0.545
H 0.338 -5.570 1.296
H 1.889 -4.924 1.865
H -0.724 -3.817 4.389
H 0.682 -4.872 4.232
H -0.860 -5.335 3.510
Br -1.079 -4.072 -6.444
C -0.148 -3.425 -4.928
C 1.087 -3.966 -4.611
C 1.767 -3.490 -3.496
C 1.219 -2.473 -2.726
C -0.009 -1.919 -3.076
C -0.705 -2.408 -4.171
N 1.919 -1.870 -1.636
C 2.617 -2.565 -0.857
C 3.369 -1.931 0.265
C 4.140 -2.707 1.111
C 4.818 -2.082 2.153
C 4.687 -0.714 2.300
C 3.893 -0.017 1.390
N 3.242 -0.614 0.389
H 1.515 -4.747 -5.225
H 2.750 -3.885 -3.252
H -0.409 -1.111 -2.475
H -1.667 -1.987 -4.438
H 2.676 -3.657 -0.927
H 4.218 -3.781 0.950
H 5.440 -2.656 2.828
H 5.195 -0.183 3.095
H 3.795 1.064 1.437
C -4.381 -1.301 -1.204
C -4.774 -0.275 -2.064
C -3.812 0.537 -2.631
C -2.452 0.327 -2.345
N -2.080 -0.667 -1.502
C -3.027 -1.447 -0.966
C -1.382 1.179 -2.933
C -1.507 1.661 -4.247
C -0.532 2.515 -4.749
C 0.521 2.906 -3.909
C 0.605 2.402 -2.619
C -0.316 1.478 -2.086
H -5.102 -1.969 -0.744
H -5.825 -0.120 -2.292
H -4.098 1.337 -3.307
H -2.669 -2.254 -0.322
H -2.334 1.348 -4.889
H -0.599 2.885 -5.767
H 1.280 3.602 -4.275
H 1.419 2.767 -1.985
N -4.781 4.081 -1.597
C -4.384 5.101 -0.778
O -5.188 5.813 -0.197
C -2.902 5.311 -0.659
C -2.418 6.551 -0.270
C -1.050 6.739 -0.164
C -0.208 5.676 -0.473
N -0.672 4.480 -0.827
C -1.984 4.306 -0.899
H -5.761 3.869 -1.636
H -4.125 3.455 -2.029
H -3.126 7.344 -0.062
H -0.639 7.692 0.149
H 0.875 5.782 -0.433
H -2.286 3.289 -1.148
O 1.274 3.418 3.581
C 0.914 2.984 2.507
N 0.515 2.484 1.479
S 4.117 2.742 -0.637
C 4.435 1.612 -1.868
N 3.478 0.909 -2.477
C 3.742 0.068 -3.635
C 5.037 -0.678 -3.405
C 6.134 0.353 -3.252
N 5.696 1.414 -2.335
H 2.581 0.873 -2.043
H 3.833 0.692 -4.530
H 2.897 -0.601 -3.781
H 5.263 -1.348 -4.237
H 4.948 -1.269 -2.487
H 6.372 0.775 -4.228
H 7.041 -0.098 -2.857
H 6.384 1.986 -1.882

Mulliken atomic charge list, values in e, 6 entries: Ba 4.38; C -2.82; N 1.55; C -1.22; P -0.55; O -0.62

***

This record from the OMol25 dataset describes a 6-piece molecular cluster, C18H48O6 overall at a distorted geometry. The level of theory is the ωB97M-V functional and the def2-TZVPD basis.

Properties
Spin multiplicity   1
Calculated total energy   -1166.0053 Eh
Lowest unoccupied orbital energy   0.25 eV
E_HOMO   -10.058 eV
Structure (SMILES)   CC(C)O.CC(C)O.CC(C)O.CC(C)O.CC(C)O.CC(C)O
Orbital gap   10.310 eV
Energy above the lowest of the compared OMol25 structures with the same formula, charge and spin   99.3 kJ/mol

CARTESIAN COORDINATES (ANGSTROEM)
C -20.178 12.007 14.868
C -19.660 11.372 16.165
C -18.304 10.743 15.933
O -19.577 12.362 17.185
H -20.109 11.337 14.014
H -19.584 12.903 14.653
H -21.200 12.360 15.021
H -20.379 10.624 16.496
H -17.961 10.147 16.787
H -17.541 11.519 15.822
H -18.292 10.061 15.081
H -19.065 13.098 16.831
C -8.950 3.343 18.807
C -9.534 4.500 18.038
C -10.656 4.033 17.140
O -10.045 5.499 18.957
H -8.139 3.630 19.475
H -8.542 2.575 18.138
H -9.718 2.819 19.384
H -8.788 5.085 17.504
H -11.080 4.773 16.463
H -11.454 3.669 17.797
H -10.364 3.192 16.504
H -10.762 5.111 19.471
C -15.813 1.908 17.185
C -16.055 1.434 15.766
C -15.726 -0.050 15.622
O -17.450 1.570 15.463
H -14.752 1.827 17.438
H -16.378 1.318 17.906
H -16.115 2.950 17.311
H -15.436 1.995 15.060
H -15.944 -0.421 14.624
H -16.289 -0.617 16.368
H -14.679 -0.267 15.861
H -17.591 2.295 14.850
C -13.191 13.831 15.000
C -14.284 13.005 14.325
C -14.287 11.548 14.795
O -15.590 13.534 14.591
H -13.351 13.842 16.080
H -13.201 14.857 14.633
H -12.229 13.365 14.786
H -14.098 13.013 13.244
H -15.174 11.335 15.387
H -13.391 11.300 15.363
H -14.337 10.864 13.944
H -15.702 14.356 14.107
C -11.736 5.501 12.412
C -13.144 5.157 12.020
C -14.160 6.216 12.446
O -13.166 5.032 10.577
H -11.654 5.639 13.496
H -11.360 6.398 11.922
H -11.040 4.688 12.188
H -13.461 4.194 12.432
H -15.176 5.883 12.230
H -13.999 7.137 11.877
H -14.086 6.514 13.493
H -13.870 4.430 10.327
C -15.318 8.321 15.935
C -15.559 7.177 16.919
C -14.600 6.054 16.656
O -15.478 7.633 18.263
H -15.841 9.226 16.225
H -15.627 8.006 14.935
H -14.243 8.528 15.906
H -16.576 6.810 16.764
H -14.682 5.252 17.396
H -13.555 6.382 16.668
H -14.792 5.575 15.693
H -14.548 7.682 18.509

Mulliken atomic charge list, values in e, 6 entries: C -1.21; C 0.19; C -0.78; O -0.55; H 0.35; H 0.25

***

This record from the OMol25 dataset describes C4HEuLiO4 as an isolated structure at a distorted geometry. The level of theory is the ωB97M-V functional and the def2-TZVPD basis.

Properties
Spin multiplicity   8
Calculated total energy   -1171.1465 Eh
Total charge   +2
Lowest unoccupied orbital energy (alpha / beta)   -9.59 / -9.35 eV
E_HOMO (alpha / beta)   -14.987 / -14.989 eV
Orbital gap (alpha / beta)   5.400 / 5.635 eV
Energy above the lowest of the compared OMol25 structures with the same formula, charge and spin   0.0 kJ/mol

CARTESIAN COORDINATES (ANGSTROEM)
O -1.399 3.029 -0.024
C -0.900 3.992 -0.346
C -1.066 -0.439 -0.511
C -1.003 -1.687 -0.051
H -1.682 -2.360 0.460
Li -2.056 1.085 0.564
O 0.499 -2.025 0.134
C 1.085 -0.912 -0.204
O 1.853 -0.356 0.600
O 0.274 -0.196 -0.959
Eu 4.395 -0.131 0.337

natural (NBO) atomic charge list, values in e, 6 entries: O -0.62; C 0.63; C -0.27; C -0.05; H 0.25; Li 0.93

***

This record from the OMol25 dataset describes C15H19N6OSSr as an isolated structure. The level of theory is the ωB97M-V functional and the def2-TZVPD basis.

Properties
Spin multiplicity   2
Calculated total energy   -1415.6389 Eh
Lowest unoccupied orbital energy (alpha / beta)   0.21 / 0.15 eV
E_HOMO (alpha / beta)   -5.085 / -7.595 eV
Orbital gap (alpha / beta)   5.292 / 7.746 eV
Energy above the lowest of the compared OMol25 structures with the same formula, charge and spin   0.0 kJ/mol

CARTESIAN COORDINATES (ANGSTROEM)
Sr 0.037 0.028 0.230
S -0.531 -1.051 2.820
C -1.263 -2.291 1.840
C -1.880 -3.406 2.445
C -2.461 -4.376 1.670
C -2.438 -4.256 0.278
C -1.822 -3.150 -0.251
N -1.248 -2.190 0.491
H -1.882 -3.468 3.524
H -2.935 -5.231 2.137
H -2.885 -4.998 -0.368
H -1.776 -3.007 -1.325
O -0.579 1.927 -0.919
N -0.048 2.696 -1.899
C 0.869 3.677 -1.572
C 1.663 4.219 -2.534
C 1.571 3.800 -3.886
C 0.543 2.876 -4.198
C -0.242 2.339 -3.221
H 0.879 3.959 -0.530
H 2.356 4.999 -2.242
H 2.163 4.264 -4.660
H 0.351 2.585 -5.223
H -1.051 1.647 -3.394
C 3.612 0.588 -5.261
C 4.950 0.780 -4.553
C 5.666 -0.549 -4.337
C 4.789 1.561 -3.248
N 3.951 0.874 -2.272
C 2.632 0.920 -2.123
N 2.308 0.127 -1.123
N 3.469 -0.407 -0.671
N 4.455 0.035 -1.350
H 3.765 0.144 -6.245
H 3.084 1.535 -5.385
H 2.965 -0.090 -4.699
H 5.581 1.418 -5.179
H 5.070 -1.221 -3.717
H 6.629 -0.410 -3.844
H 5.839 -1.044 -5.292
H 4.313 2.525 -3.437
H 5.750 1.724 -2.764
H 1.966 1.510 -2.732

natural (NBO) atomic charge list, values in e, 6 entries: Sr 1.82; S -0.52; C 0.08; C -0.28; C -0.14; C -0.30

***

This record from the OMol25 dataset describes a 22-piece molecular cluster, C32H108O28 overall at a distorted geometry. The level of theory is the ωB97M-V functional and the def2-TZVPD basis.

Properties
Spin multiplicity   1
Calculated total energy   -3390.3837 Eh
Lowest unoccupied orbital energy   0.40 eV
E_HOMO   -9.402 eV
Orbital gap   9.798 eV

CARTESIAN COORDINATES (ANGSTROEM)
C 3.480 -0.860 2.057
C 3.221 -1.709 3.278
O 2.198 -2.693 3.312
O 3.837 -1.499 0.855
H 4.374 -0.372 2.365
H 2.702 -0.090 1.840
H 3.027 -1.058 4.149
H 4.102 -2.329 3.534
H 1.350 -2.239 3.447
H 3.555 -2.471 0.793
C -0.139 -3.809 -0.350
C 0.317 -5.195 -0.820
O -0.679 -6.190 -0.304
O -1.365 -3.535 -0.838
H 0.593 -3.114 -0.696
H -0.179 -3.871 0.765
H 1.331 -5.379 -0.521
H 0.360 -5.146 -1.967
H -0.154 -7.011 -0.113
H -1.490 -2.632 -1.141
C -0.576 4.592 -0.546
C -0.194 6.054 -0.911
O -0.947 6.528 -2.002
O -0.262 3.733 -1.668
H -1.634 4.498 -0.253
H 0.036 4.272 0.284
H 0.889 6.052 -1.100
H -0.410 6.736 -0.079
H -1.151 7.453 -1.760
H -1.140 3.407 -1.920
C -4.965 4.052 -1.029
C -6.143 3.097 -1.150
O -6.065 2.282 -2.359
O -3.688 3.408 -1.148
H -5.038 4.586 -0.065
H -5.005 4.795 -1.871
H -7.060 3.636 -1.187
H -6.094 2.449 -0.248
H -5.547 1.453 -2.229
H -3.237 3.769 -1.937
C -3.759 1.007 1.266
C -3.184 -0.127 2.072
O -3.974 -0.401 3.272
O -2.700 1.219 0.285
H -3.802 1.879 1.913
H -4.731 0.776 0.698
H -2.228 0.357 2.448
H -3.017 -1.038 1.541
H -4.172 -1.377 3.364
H -2.959 1.965 -0.329
C -2.370 -4.944 2.985
C -3.237 -4.252 4.035
O -3.109 -2.886 4.187
O -1.056 -4.630 3.413
H -2.573 -4.494 1.985
H -2.610 -5.966 3.037
H -3.017 -4.699 5.019
H -4.314 -4.472 3.778
H -2.260 -2.552 4.438
H -0.431 -5.140 2.970
C 5.959 3.528 0.848
O 5.079 2.406 0.918
H 5.934 3.834 -0.252
H 5.424 4.268 1.410
H 6.964 3.513 1.176
H 5.401 1.640 0.378
C -1.255 0.488 5.907
O -1.692 -0.645 5.162
H -1.794 1.376 5.512
H -1.431 0.538 6.957
H -0.220 0.644 5.714
H -2.667 -0.540 4.997
C 3.250 4.116 -2.198
O 2.642 2.857 -1.932
H 3.565 4.573 -1.284
H 4.062 3.952 -2.820
H 2.398 4.775 -2.650
H 1.855 3.033 -1.442
C -0.281 -1.337 1.929
O 0.257 -1.129 3.200
H -0.592 -0.409 1.424
H 0.520 -1.692 1.304
H -1.128 -2.036 1.966
H -0.460 -0.887 3.757
C -2.018 4.707 2.918
O -1.610 3.387 3.178
H -2.485 5.149 3.831
H -1.246 5.376 2.483
H -2.944 4.779 2.341
H -1.336 2.915 2.332
C 2.824 0.524 -6.599
O 1.716 1.153 -5.951
H 2.983 -0.478 -6.262
H 2.616 0.391 -7.661
H 3.707 1.091 -6.342
H 1.829 0.845 -5.054
C 1.821 -6.489 3.147
O 2.774 -5.486 2.990
H 0.942 -6.489 2.500
H 2.335 -7.476 2.951
H 1.464 -6.567 4.162
H 2.529 -4.725 3.553
C 3.690 -0.492 -2.313
O 3.073 0.476 -3.239
H 4.049 -1.368 -2.901
H 4.527 -0.067 -1.760
H 2.955 -0.777 -1.589
H 3.123 1.339 -2.757
C -4.781 -5.510 -1.518
O -4.012 -4.446 -0.920
H -4.672 -6.456 -1.058
H -5.872 -5.266 -1.440
H -4.644 -5.599 -2.615
H -3.050 -4.584 -0.866
C 1.971 3.667 2.284
O 2.358 3.372 0.986
H 2.340 4.715 2.536
H 0.888 3.708 2.285
H 2.237 2.952 3.031
H 3.251 2.938 0.931
C -4.470 -0.667 -3.232
O -4.754 -0.204 -1.946
H -3.485 -1.099 -3.340
H -5.154 -1.532 -3.455
H -4.608 0.110 -3.939
H -4.554 -0.907 -1.332
C -6.264 -1.530 0.512
O -4.938 -1.757 0.111
H -6.377 -1.521 1.598
H -6.575 -0.560 0.191
H -6.912 -2.337 0.152
H -4.840 -2.698 -0.097
C -0.701 -0.231 -2.114
O -1.738 -0.852 -1.322
H -0.431 0.818 -1.824
H 0.220 -0.834 -2.067
H -1.157 -0.175 -3.047
H -1.987 -0.170 -0.655
C 4.266 -4.884 -0.383
O 3.270 -4.143 0.262
H 5.022 -5.088 0.345
H 3.894 -5.880 -0.771
H 4.586 -4.382 -1.294
H 3.216 -4.450 1.172
C 7.654 0.089 1.531
C 7.383 -0.076 0.060
C 7.933 -1.343 -0.579
O 5.988 0.033 -0.153
H 7.351 1.085 1.878
H 8.738 -0.001 1.774
H 7.157 -0.632 2.167
H 7.829 0.774 -0.463
H 9.005 -1.329 -0.639
H 7.616 -1.435 -1.562
H 7.666 -2.262 0.013
H 5.509 -0.739 0.222
C -1.617 4.896 -5.299
C -2.434 3.966 -4.419
C -1.930 2.506 -4.331
O -2.426 4.537 -3.124
H -1.929 5.909 -5.158
H -1.629 4.450 -6.321
H -0.548 4.788 -5.059
H -3.529 3.986 -4.721
H -2.147 1.904 -5.208
H -2.384 2.048 -3.457
H -0.851 2.592 -4.116
H -1.765 5.272 -2.982

Mulliken atomic charge list, values in e, 6 entries: C 0.48; C -1.15; O -0.23; O -0.31; H 0.19; H -0.06

***

Which formula does entry 6 have?
C4HEuLiO4